# 1
C65H60BNO26PS | ωB97M-V/def2-TZVPD

Properties
Largest force on an atom = 1.6 eV Å⁻¹
Frontier orbital gap = 6.900 eV
Net charge = +1

Each line ends with the Mulliken charge.
Geometry (Å):
H  0.89816  4.84662  2.03512  0.30
O  -5.73903  -3.15498  -4.73150  -0.59
H  5.00359  4.30202  -9.70876  0.42
H  -1.04130  0.60369  -9.58070  0.45
C  3.38215  1.83466  -7.09009  -0.24
C  -7.25128  -9.62047  -4.97010  -0.44
H  1.48997  7.56592  10.73269  0.28
C  1.93870  -4.68240  3.96773  -0.45
H  4.25233  -1.47249  -0.44926  0.36
C  4.71680  2.21052  -9.11464  0.23
H  3.37903  -4.05928  2.54411  0.46
C  2.85130  3.50805  -3.03935  -0.16
O  1.94705  -2.23738  1.39989  -0.26
C  4.53398  3.67953  -8.95797  -0.41
C  -0.63018  3.03498  -7.09634  -0.02
C  -1.60918  3.86851  -7.43612  -0.25
H  1.60816  3.75686  -0.51182  0.39
H  -1.28562  -3.34173  4.28120  0.51
H  1.93268  0.91581  1.90389  0.12
C  -0.23578  -8.71246  9.73734  -0.39
C  -7.60188  -3.84162  -5.99599  -0.22
H  2.54179  -5.44452  4.44458  0.48
O  5.35747  1.75572  -10.03421  -0.54
H  -0.28437  0.83476  1.10932  0.50
H  0.01208  -6.47671  7.04738  0.83
H  0.70733  3.22294  -2.78967  0.17
O  -3.42059  -7.14984  9.82083  -0.54
C  1.05589  0.18333  -0.44321  -0.44
C  -2.23005  2.34650  -9.37403  -0.43
C  0.37204  -8.00721  8.58002  0.32
C  2.17830  1.02651  -1.03847  -0.41
H  3.87220  4.75213  -1.60837  0.62
C  4.53540  8.37091  13.10749  -0.38
H  3.68474  5.24719  -7.81119  0.44
H  -4.30579  -7.75652  -5.30083  0.44
C  1.28947  3.78168  8.38165  -0.41
C  -1.28719  5.01607  8.62083  -0.51
C  2.12564  8.72670  12.38410  -0.42
O  5.50064  1.79129  0.11715  -0.76
H  1.52527  1.71319  4.06204  0.28
H  0.38179  -9.45712  10.22304  0.42
C  -2.48880  3.59061  -8.60275  0.21
H  -1.90860  3.85431  6.96263  0.43
C  3.83143  4.18312  -7.94719  -0.42
H  -4.36045  -2.88048  -6.90765  0.35
C  -6.20216  -3.38134  -5.83485  0.54
C  4.69396  7.47568  12.13694  -0.44
H  3.43545  4.07487  -3.76340  0.69
H  1.19246  -2.29435  -3.41924  0.35
H  1.91998  4.94336  10.03546  0.30
C  -1.47149  -8.43214  10.14209  -0.41
C  -0.37610  1.79250  -7.86753  0.28
O  0.15899  -5.16325  5.42902  -0.43
C  -2.05312  -3.26869  -2.53623  -0.67
H  3.97677  -2.17790  -2.04900  0.65
C  3.53981  -1.55707  -1.26708  -1.07
H  -2.22610  5.52973  8.78364  0.42
C  4.08499  1.32949  -8.09951  -0.53
O  4.25872  2.53517  2.22756  -0.56
H  0.07519  1.98668  -0.03096  0.46
H  1.36494  -0.61859  0.22280  0.04
H  0.02967  3.21606  -6.25681  0.37
C  0.17903  -2.64282  -3.57235  -0.05
O  1.25828  5.20882  -2.42033  -0.41
C  2.28534  7.83181  11.41318  -0.08
N  0.44642  1.19205  0.49732  0.07
H  -5.90013  -5.91991  -4.74312  0.43
C  2.64823  3.45314  -0.40896  -0.95
C  1.64749  1.73085  1.24092  -2.14
C  0.18566  3.43869  7.45606  0.48
H  -2.64206  -3.37879  -1.63432  0.44
C  0.04041  5.42943  -1.93807  0.09
H  5.62817  6.95455  11.97085  0.41
C  -1.24964  1.51431  -9.03347  -0.43
H  4.23812  3.46501  1.96234  0.39
H  4.23041  0.26542  -8.23261  0.45
H  -3.56528  -3.85783  -3.90040  0.39
C  1.12475  4.67413  9.35441  -0.15
H  2.11919  3.38559  4.22532  0.41
C  1.41480  3.97742  -3.15662  -0.55
H  -0.77918  4.96081  -2.50153  0.45
O  2.42693  -0.29368  -3.19911  -0.63
C  -0.44824  -6.97952  7.88940  -0.29
S  3.27429  -0.01595  -2.05585  1.61
O  0.34065  2.62507  6.56479  -0.55
O  4.51096  0.64960  -2.31720  -0.65
C  -5.88155  -3.46801  -8.26142  -0.45
C  -2.54567  -3.52811  -3.74450  -0.17
H  -5.30296  -3.35629  -9.16957  0.44
C  -7.28487  -3.93008  -8.43050  0.27
H  2.93246  2.47321  -3.36663  -0.15
H  -2.88133  2.16523  -10.21941  0.43
O  -0.33390  6.17492  10.43334  -0.54
H  -1.81460  4.78207  -6.89234  0.45
P  4.29972  1.60928  0.92479  1.59
O  -8.42160  -6.33624  -4.31177  -0.52
O  -2.15669  -3.59389  -6.06545  -0.56
H  -2.30155  -5.95716  7.81122  0.42
C  3.49859  3.73135  -1.65962  -1.65
C  -1.68357  -6.70197  8.29702  -0.40
H  -8.17835  -3.96133  -5.08939  0.43
C  -5.35848  -7.93309  -5.11896  -0.41
C  -7.64791  -7.23103  -4.58008  0.37
C  2.38430  -3.94401  2.95484  -0.37
O  0.51857  1.03450  -7.55254  -0.49
O  -0.21184  -2.56452  -1.24960  -0.39
O  4.16603  0.15582  1.57625  -0.51
C  0.16324  -2.72331  2.86232  -0.20
C  -0.28945  -3.45720  3.87391  -0.65
O  3.72639  6.31958  10.32895  -0.57
H  3.37604  -0.33093  1.30772  0.32
O  2.55599  3.75435  -6.01480  -0.44
B  1.18391  2.92269  2.25053  0.80
O  -7.73981  -4.16080  -9.52787  -0.54
C  -0.17815  5.36070  9.54896  0.45
H  -1.93695  -8.93091  10.98258  0.41
C  -8.10144  -8.64061  -4.67589  -0.40
H  -7.55854  -10.65563  -5.04537  0.41
H  -9.12088  -4.43626  -7.34716  0.44
C  3.20211  3.29704  -6.94141  0.30
C  -6.20899  -6.95455  -4.82406  -0.07
H  0.37945  3.01162  4.23996  0.34
C  -0.30939  -2.90009  -4.78274  -0.66
O  -3.37878  4.34972  -8.90996  -0.53
C  2.69458  1.99047  0.08963  1.52
O  -5.03604  -10.23462  -5.48425  -0.53
C  3.58108  7.13896  11.21697  0.56
C  3.23694  9.06774  13.30956  0.33
H  2.91097  1.21557  -6.33861  0.69
H  -0.44373  -1.96638  2.38115  0.44
H  0.32112  -0.09943  -1.19001  0.20
H  -9.15382  -8.81707  -4.49408  0.42
H  3.04447  4.08227  0.39338  0.86
C  -1.11672  4.12332  7.65030  -0.36
H  1.68664  1.56425  -1.84795  -0.37
C  -1.71034  -3.36260  -4.96399  0.42
C  -0.65810  -2.80876  -2.36021  0.41
H  5.33080  8.63533  13.79239  0.41
C  1.34259  2.75448  3.79475  -1.00
H  0.27863  -2.78337  -5.68430  0.51
C  -2.29458  -7.40440  9.45334  0.28
C  1.53125  -2.91109  2.33109  0.15
H  1.18994  9.24535  12.54905  0.43
H  1.16715  4.14534  -4.20329  0.67
H  4.38365  3.09471  -1.61348  0.41
C  0.56715  -4.49609  4.50759  0.07
O  1.49902  -8.25897  8.21001  -0.55
C  -5.37945  -3.21230  -7.05664  -0.29
O  3.09348  9.88070  14.19413  -0.53
H  2.22893  3.26866  8.21947  0.45
C  -8.10321  -4.09684  -7.20183  -0.40
C  -5.81207  -9.34562  -5.21623  0.30
O  -0.16107  6.08750  -0.96892  -0.48
H  2.59489  -1.99092  -0.94692  0.16
O  0.57463  4.00650  1.68471  -0.43

Cartesian forces, eV/Å:
-0.75 0.13 0.24
0.07 -0.06 0.02
0.01 -0.02 -0.01
0.02 0.00 0.01
0.07 -0.02 0.03
-0.01 0.02 0.00
-0.03 -0.02 0.02
0.01 0.01 -0.01
-0.01 0.07 0.02
-0.02 0.01 0.02
0.00 0.01 -0.01
0.15 0.52 0.20
0.06 0.29 0.19
-0.01 0.00 0.01
-0.04 0.01 0.02
0.02 -0.02 0.01
-0.01 0.04 -0.10
0.01 -0.02 0.02
0.16 -0.15 -0.19
-0.02 0.01 0.00
-0.03 0.10 -0.04
-0.02 0.00 0.02
0.01 -0.01 -0.02
0.00 -0.14 -0.05
-0.04 -0.15 0.18
-0.04 0.09 0.23
-0.01 0.01 0.00
-0.46 0.67 0.31
0.02 -0.01 0.01
-0.01 0.00 0.00
0.28 -0.67 0.37
-0.21 0.08 0.05
0.00 -0.02 -0.01
-0.01 0.00 0.02
0.00 -0.03 -0.01
-0.01 0.01 0.00
-0.01 0.00 -0.01
0.02 -0.01 0.00
-0.33 0.10 0.10
0.29 0.09 0.19
0.02 0.00 -0.02
0.03 -0.01 0.00
0.01 -0.02 0.00
-0.01 0.01 -0.01
0.01 -0.04 0.02
-0.04 0.04 -0.04
0.01 0.01 0.01
0.05 -0.04 0.02
-0.03 0.03 -0.01
0.02 0.04 -0.03
0.02 -0.01 0.00
-0.01 0.03 -0.02
-0.04 0.16 -0.16
0.02 -0.01 0.01
0.01 0.07 -0.07
0.15 -0.21 0.40
0.01 0.01 0.02
0.01 0.03 0.01
-0.75 -0.02 0.01
-0.34 -0.11 0.03
-0.09 -0.35 -0.41
0.04 -0.01 -0.03
0.01 -0.06 0.03
0.37 -0.37 -0.04
0.09 0.08 0.02
0.48 0.52 -0.44
-0.02 0.01 0.04
0.65 -0.22 0.09
-0.88 0.38 0.38
0.03 -0.02 0.04
0.01 -0.01 0.01
-0.39 0.03 -0.05
-0.01 -0.01 -0.02
-0.01 -0.01 0.00
0.40 0.04 0.21
0.02 0.00 -0.02
-0.02 0.07 -0.04
-0.07 -0.07 0.00
-0.01 0.00 0.15
-0.05 -0.09 -0.46
0.00 -0.19 -0.18
-0.24 -0.09 0.37
0.02 -0.01 0.01
-0.02 0.27 -1.55
-0.09 0.02 0.10
-0.05 -0.01 0.43
-0.01 0.00 0.02
-0.03 -0.04 0.01
-0.02 -0.01 -0.02
0.01 -0.01 0.02
-0.14 -0.04 -0.06
-0.01 0.03 0.00
-0.06 -0.02 -0.06
-0.02 0.01 -0.03
1.28 -0.02 -0.71
-0.02 -0.03 0.03
0.00 0.01 -0.02
-0.02 -0.01 0.01
0.07 -0.40 -0.14
0.02 0.00 -0.01
0.03 -0.02 0.02
-0.01 0.02 0.00
0.01 -0.03 0.00
0.01 -0.01 -0.02
-0.03 -0.05 0.03
0.05 0.13 -0.01
-0.35 0.25 -0.14
0.02 0.04 -0.03
0.00 0.02 0.00
0.02 0.00 0.05
0.12 -0.32 0.21
-0.03 0.03 -0.14
0.37 0.28 0.29
-0.01 0.00 -0.02
0.01 -0.04 0.00
-0.02 0.01 0.00
0.01 -0.02 -0.01
0.02 -0.01 -0.01
0.00 0.00 -0.02
0.00 -0.08 0.02
0.01 0.00 0.00
0.13 0.21 0.19
-0.02 0.01 0.00
-0.03 0.01 0.00
-0.72 -0.59 0.57
0.02 -0.02 0.00
0.01 0.02 0.00
0.00 -0.02 -0.01
-0.03 0.01 0.00
-0.01 -0.03 -0.04
0.08 -0.44 0.10
-0.01 0.02 0.01
-0.15 0.12 0.01
0.00 0.01 0.00
0.38 0.47 0.00
0.02 0.01 0.04
-0.01 -0.03 -0.04
-0.02 0.02 0.02
-0.32 -0.30 -0.69
-0.02 0.00 -0.01
0.01 -0.01 0.01
0.03 -0.16 0.03
0.01 0.01 0.02
0.03 0.03 -0.01
0.07 0.06 0.02
0.05 -0.02 -0.01
0.02 0.00 -0.01
0.00 0.04 -0.03
0.00 0.02 0.02
-0.01 -0.01 -0.01
0.02 0.00 0.01
-0.02 0.01 0.00
-0.03 0.42 0.46
-0.01 -0.03 -0.03
0.77 -0.27 -0.52

=====

# 2
C6H10FN | ωB97M-V/def2-TZVPD

Properties
Largest force on an atom = 1.1 eV Å⁻¹
Frontier orbital gap = 10.063 eV
Net charge = 0

Each line ends with the Mulliken charge.
Geometry (Å):
C  -0.16559  0.35953  -1.87260  -1.50
H  -1.08941  0.83537  -1.56589  0.34
H  1.36869  -0.96127  -1.12215  0.37
N  -0.88178  -0.91853  1.23343  -0.43
H  0.03541  -2.40317  0.08980  0.24
C  0.94534  0.38856  0.45324  0.76
H  0.58982  2.19271  1.61882  0.32
F  2.30301  0.56787  0.54854  -0.35
C  -0.48433  -1.45378  -0.06986  -0.79
H  -0.40795  -0.27884  -2.71316  0.42
H  -0.84345  1.75160  0.54335  0.19
H  -1.37527  -1.66671  -0.67167  0.39
H  0.59608  -0.09269  2.61794  0.35
C  0.47894  -0.44042  -0.73790  0.35
H  -1.78640  -0.48047  1.19161  0.31
C  0.12282  0.02035  1.64508  -0.39
C  0.06815  1.42231  1.05284  -0.90
H  0.52592  1.15760  -2.24144  0.32

Cartesian forces, eV/Å:
0.89 0.58 -0.11
-0.20 0.14 0.18
-0.23 0.14 0.08
-0.01 -0.01 0.19
-0.01 0.03 -0.06
-0.25 -0.24 -0.22
-0.15 -0.14 -0.09
-0.05 0.04 0.07
0.00 -0.26 -0.23
0.01 -0.22 -0.19
0.38 -0.15 0.13
0.18 0.05 0.02
-0.12 -0.04 -0.14
0.02 -0.04 -0.14
-0.20 0.06 -0.01
0.44 0.23 0.19
-0.16 0.40 0.04
-0.53 -0.58 0.29